Computed, not measured: a structure of composition C26H23Cl2N10NaO2 in a non-equilibrium geometry, with ωB97M-V with the def2-TZVPD basis set.

Structure (ORCA input):
```
! RIJCOSX wB97M-V def2-TZVPD def2/J DEFGRID3
* xyz -2 1
Na -0.4026 -0.2569 -0.1850
Cl -6.8307 1.5746 -1.8387
C -5.1979 0.9949 -1.9561
C -4.3438 1.1440 -0.8859
C -3.0217 0.6884 -0.9097
N -2.2598 0.8669 0.2210
C -2.8135 0.5434 1.3786
O -3.8085 -0.1749 1.5776
C -2.1764 1.1325 2.6180
C -2.8800 0.9657 3.8198
C -2.3880 1.5166 4.9828
C -1.1912 2.2209 4.9355
C -0.5677 2.3382 3.7060
N -1.0483 1.8310 2.5834
C -2.5194 0.1341 -2.1255
C -3.4216 -0.0168 -3.1887
C -4.7374 0.3856 -3.1055
Cl -5.8019 0.1103 -4.4535
N -1.1992 -0.2320 -2.1979
C -0.6806 -0.8009 -3.2777
O -1.2020 -1.1088 -4.3664
C 0.7918 -1.1220 -3.1602
C 1.3738 -1.7745 -4.2548
C 2.7140 -2.0917 -4.2351
C 3.4509 -1.7481 -3.1106
C 2.7876 -1.1077 -2.0754
N 1.5043 -0.7929 -2.0882
H -4.7014 1.6185 0.0144
H -3.8035 0.4059 3.7931
H -2.9273 1.4175 5.9173
H -0.7646 2.6612 5.8261
H 0.3739 2.8735 3.6188
H -3.0723 -0.4765 -4.0987
H 0.7375 -2.0091 -5.0949
H 3.1839 -2.5961 -5.0728
H 4.5072 -1.9689 -3.0418
H 3.3382 -0.8291 -1.1840
N 0.1487 -1.0029 2.1536
C 1.3802 -0.3626 2.5606
C 2.0101 0.3648 1.3758
N 1.0714 1.2663 0.7386
C 1.6052 2.5186 0.2655
C 2.2005 2.3812 -1.1374
N 1.1433 2.3977 -2.1338
H 0.3541 -1.7542 1.4908
H -0.3075 -1.4277 2.9556
H 1.1485 0.3575 3.3568
H 2.1335 -1.0676 2.9660
H 2.9076 0.8989 1.7397
H 2.3340 -0.3937 0.6588
H 0.3024 1.4657 1.3764
H 0.7939 3.2503 0.2203
H 2.3897 2.9086 0.9445
H 2.8676 3.2320 -1.3454
H 2.7981 1.4585 -1.1549
H 0.4312 1.7263 -1.8515
H 1.5035 2.0667 -3.0245
N 0.8917 -3.0420 0.1755
C 1.6301 -3.8884 0.4605
C 2.5472 -4.8428 0.8504
C 2.3342 -6.1984 0.6629
N 2.1738 -7.3369 0.5278
C 3.6966 -4.4057 1.4914
N 4.6495 -4.0357 2.0361
*
```

Values from the calculation:
energy relative to the best compared isomer or geometry (same formula, charge and spin) = 1.111 eV
E_HOMO = -1.830 eV

***

Computed, not measured: a cluster of 2 separate species, CH5NO2PS in total in a non-equilibrium geometry, with ωB97M-V with the def2-TZVPD basis set.

Structure (ORCA input):
```
! RIJCOSX wB97M-V def2-TZVPD def2/J DEFGRID3
* xyz -1 1
C -1.5260 0.3895 1.1080
N 0.7764 0.1018 -1.6536
O 2.1946 2.0490 -0.8511
O -0.0075 -2.2573 0.5058
P 1.3360 0.9221 -0.4113
S -0.2057 1.4241 1.1571
H -2.2144 0.5147 0.3374
H -1.6440 -0.3890 1.7973
H 0.1529 -1.3359 0.9655
H -0.1473 -1.8528 -0.4387
H 1.2851 0.4338 -2.5164
*
```

Values from the calculation:
energy relative to the best compared isomer or geometry (same formula, charge and spin) = 3.675 eV
E_HOMO (spin up / spin down) = -3.543 / -3.548 eV

***

Computed, not measured: a structure of composition C22H29AsBF9N8O2Pt in a non-equilibrium geometry, with ωB97M-V with the def2-TZVPD basis set.

Structure (ORCA input):
```
! RIJCOSX wB97M-V def2-TZVPD def2/J DEFGRID3
* xyz 3 2
Pt -0.0420 1.3659 -0.5191
C 0.8284 2.2371 -4.7806
C 1.2418 2.1623 -3.4514
N 0.3196 1.5257 -2.7415
N -0.6902 1.1746 -3.5686
C -0.4057 1.6075 -4.8066
B -1.9139 0.4043 -3.0214
N -2.6431 1.3790 -2.0739
C -3.9255 1.7644 -2.0614
C -4.0488 2.8877 -1.2539
C -2.7622 3.1229 -0.7780
N -1.9369 2.2094 -1.2754
N -1.3549 -0.8165 -2.2497
C -1.4077 -2.1205 -2.5671
C -0.6904 -2.8352 -1.6226
C -0.2124 -1.8708 -0.7410
N -0.6270 -0.6727 -1.1359
N -2.8381 -0.1003 -4.1176
C -2.5285 -0.7171 -5.2752
C -3.7160 -1.1190 -5.8801
C -4.7351 -0.7109 -4.9921
N -4.1676 -0.1921 -3.9417
H 1.3452 2.6826 -5.6049
H 2.1503 2.5293 -3.0121
H -1.0683 1.4698 -5.6367
H -4.6742 1.2176 -2.6121
H -4.9299 3.4495 -1.0227
H -2.4302 3.9309 -0.1543
H -1.9172 -2.4887 -3.4324
H -0.5432 -3.8954 -1.5863
H 0.3809 -1.9927 0.1503
H -1.5201 -0.8391 -5.6196
H -3.8470 -1.7138 -6.7636
H -5.7945 -0.8554 -5.0806
C 4.0361 -2.8876 0.4654
C 4.1106 -1.7800 1.4720
As 2.3364 -1.0408 2.2004
C 1.5895 -2.7345 3.0163
C 2.2939 -3.1652 4.2762
C 3.2390 0.3784 3.3069
C 3.8957 -0.1237 4.5693
H 5.0604 -3.1886 0.2097
H 3.5764 -2.5616 -0.4681
H 3.5448 -3.7849 0.8405
H 4.6406 -0.9175 1.0679
H 4.6001 -2.1085 2.3927
H 1.7141 -3.4660 2.2134
H 0.5243 -2.5912 3.1934
H 3.3669 -3.2900 4.1400
H 1.8875 -4.1369 4.5697
H 2.1003 -2.4868 5.1030
H 2.4842 1.1275 3.5345
H 3.9628 0.8285 2.6211
H 3.1816 -0.6099 5.2329
H 4.2987 0.7413 5.1107
H 4.7415 -0.7844 4.3699
F -2.2285 0.1957 0.9224
C -1.7757 -0.0738 2.1663
F -1.1468 -1.2545 2.0754
F -2.8052 -0.2122 2.9607
C -0.7323 1.0099 2.5599
O 0.3474 0.8718 1.7589
C -0.3498 0.8154 4.0585
F 0.2482 -0.3835 4.2210
F -1.3802 0.8758 4.8686
F 0.5543 1.7192 4.4223
C -1.3891 2.4358 2.4415
F -2.6757 2.3717 2.1277
F -1.2497 3.1753 3.5178
F -0.7846 3.1075 1.4293
O 1.7618 2.8846 -0.0353
H 1.7852 3.6782 -0.5815
H 1.7431 3.1881 0.8804
*
```

Values from the calculation:
energy relative to the best compared isomer or geometry (same formula, charge and spin) = 5.586 eV
E_HOMO (spin up / spin down) = -15.601 / -15.599 eV

***

Computed, not measured: a cluster of 6 separate species, C31H76ClN2O9P in total in a non-equilibrium geometry, with ωB97M-V with the def2-TZVPD basis set.

Structure (ORCA input):
```
! RIJCOSX wB97M-V def2-TZVPD def2/J DEFGRID3
* xyz 0 1
C 2.0845 -5.0370 1.9642
N 0.8034 -4.9447 1.2617
C 0.8778 -4.5443 -0.1346
C 1.0117 -3.0431 -0.4368
C 1.4438 -2.8527 -1.9081
C 0.3098 -2.5058 -2.8620
C -0.9450 -3.3202 -2.7071
Cl -0.0312 -0.7308 -2.7409
O 2.0085 -2.4027 0.3417
C 1.5729 -1.7481 1.5240
C 0.7959 -0.4364 1.2615
C 1.7807 0.7373 1.2780
C 2.4554 0.9117 -0.0778
C 3.6744 1.8590 0.0296
O 3.5012 2.8801 1.0075
O -0.1144 -0.2285 2.3568
C -1.5041 -0.1090 2.0875
C -2.1063 -1.3496 1.3970
C -2.1976 0.0184 3.4792
C -1.3616 -0.4772 4.6437
N -0.4568 0.5496 5.1738
P -1.9470 1.5070 1.2296
C -3.6348 1.1182 0.5963
O -1.0519 1.6934 -0.1661
H 2.8829 -4.8830 1.2480
H 2.2178 -4.2831 2.7339
H 2.2298 -6.0341 2.3623
H 0.1307 -4.3935 1.7712
H 1.6623 -5.1236 -0.6095
H -0.0541 -4.8633 -0.5966
H 0.0386 -2.5794 -0.3534
H 2.2193 -2.1042 -1.9346
H 1.8899 -3.7787 -2.2614
H 0.6687 -2.6746 -3.8666
H -1.6968 -2.9479 -3.4007
H -1.3628 -3.2907 -1.7090
H -0.7183 -4.3357 -3.0076
H 2.4785 -1.4802 2.0533
H 0.9940 -2.3716 2.2047
H 0.3331 -0.4123 0.2837
H 1.1822 1.6216 1.4412
H 2.5025 0.6409 2.0816
H 2.7886 -0.0566 -0.4347
H 1.7663 1.3730 -0.7729
H 4.5542 1.2551 0.2205
H 3.7886 2.3675 -0.9195
H 3.9832 2.6037 1.7992
H -1.6127 -2.2672 1.6969
H -3.1663 -1.4025 1.5853
H -2.0086 -1.2241 0.3198
H -3.1250 -0.5395 3.4904
H -2.4781 1.0567 3.6516
H -0.8529 -1.4035 4.3995
H -2.0666 -0.7299 5.4345
H 0.4778 0.1938 5.3017
H -0.4400 1.3277 4.5305
H -4.2356 1.9980 0.4153
H -4.1588 0.5109 1.3273
H -3.5309 0.5072 -0.2986
H -1.3064 1.0077 -0.8101
C 5.4193 -2.2986 -0.7401
C 4.9631 -3.6861 -1.1575
C 6.0739 -4.7154 -1.0166
O 4.4851 -3.6609 -2.5051
H 6.2423 -1.9494 -1.3706
H 4.6021 -1.5849 -0.8487
H 5.7521 -2.2860 0.2982
H 4.1107 -3.9794 -0.5425
H 6.9186 -4.4576 -1.6615
H 5.7228 -5.7025 -1.3196
H 6.4310 -4.7734 0.0125
H 5.2111 -3.4082 -3.0862
C 7.4365 2.9161 1.2996
C 7.2521 1.4127 1.4390
C 8.5881 0.6951 1.5563
O 6.5185 0.9041 0.3247
H 8.0036 3.1487 0.3942
H 6.4699 3.4138 1.2148
H 7.9687 3.3318 2.1562
H 6.6459 1.2001 2.3210
H 9.1902 0.8606 0.6588
H 8.4373 -0.3806 1.6534
H 9.1532 1.0472 2.4203
H 7.0326 1.0796 -0.4717
C -5.1065 2.1815 -2.7134
C -4.6538 3.6280 -2.8460
C -3.5592 3.7697 -3.8929
O -4.1916 4.1100 -1.5840
H -4.2744 1.5474 -2.3964
H -5.8859 2.0960 -1.9551
H -5.4957 1.7947 -3.6565
H -5.5031 4.2563 -3.1178
H -2.6820 3.1811 -3.6100
H -3.2404 4.8092 -3.9744
H -3.9008 3.4319 -4.8724
H -3.4389 3.5644 -1.3235
C -5.6761 -4.7849 -0.4964
C -5.9505 -3.3094 -0.7437
C -6.4342 -3.0634 -2.1646
O -4.7720 -2.5445 -0.4895
H -4.8919 -5.1453 -1.1687
H -5.3276 -4.9433 0.5245
H -6.5711 -5.3874 -0.6564
H -6.7004 -2.9537 -0.0364
H -5.6727 -3.3732 -2.8863
H -6.6228 -2.0016 -2.3259
H -7.3513 -3.6159 -2.3729
H -4.0932 -2.8407 -1.1044
C -4.8217 7.0504 -0.1845
C -4.4971 8.5317 -0.0762
C -2.9948 8.7716 -0.0908
O -5.0664 9.0793 1.1148
H -4.4044 6.5008 0.6635
H -5.9012 6.8946 -0.1698
H -4.4215 6.6180 -1.1002
H -4.9595 9.0688 -0.9054
H -2.5210 8.2770 0.7614
H -2.7766 9.8373 -0.0117
H -2.5411 8.3893 -1.0063
H -4.6720 8.6191 1.8642
*
```

Values from the calculation:
E_HOMO = -8.287 eV
SMILES = CNC[C@H](C[C@@H](C)Cl)OC[C@H](CCCO)O[C@@](C)(CCN)P(C)O.CC(C)O.CC(C)O.CC(C)O.CC(C)O.CC(C)O

***

Computed, not measured: the ion C5H10NO2 with charge +1 in a non-equilibrium geometry, with ωB97M-V with the def2-TZVPD basis set.

Structure (ORCA input):
```
! RIJCOSX wB97M-V def2-TZVPD def2/J DEFGRID3
* xyz 1 1
O 2.1683 0.9791 0.2603
C 1.0506 0.9227 1.1215
O 1.5273 1.4055 2.3911
C 0.0785 -0.2153 1.0869
C -1.0695 0.0122 0.2827
C -0.9581 -0.5396 -1.1902
C -1.9088 -1.2306 -1.8505
N 0.2555 -0.1848 -1.8337
H 1.4012 0.7201 3.1978
H 0.5208 1.8228 0.8031
H 0.1641 -1.0695 1.7334
H -1.1724 1.0832 0.1691
H -2.0272 -0.4108 0.8109
H -1.8130 -1.6647 -2.7799
H -2.8571 -1.4788 -1.3227
H 0.9974 0.1267 -1.1982
H 0.6850 -0.8721 -2.4428
H 2.9572 0.5939 0.7613
*
```

Values from the calculation:
energy relative to the best compared isomer or geometry (same formula, charge and spin) = 5.687 eV
E_HOMO = -12.776 eV

***

One value per record, in order, for M: 601.4 126.1 889.3 687.4 116.1 Da.